DFT (ωB97M-V with the def2-TZVPD basis set) results for 6 unconnected molecules or ions with the total composition C56H68F6N8O4.

Bonds (Å) are listed after each position.
CARTESIAN COORDINATES (ANGSTROEM)
1 C 5.587 0.329 5.148  O2 1.457, O3 1.457, C4 1.594, H15 1.090
2 O 6.285 1.472 4.576  C1 1.457, C8 1.422
3 O 4.415 0.925 5.775  C1 1.457
4 C 5.442 -0.845 4.080  C1 1.594, F5 1.324, F6 1.307, F7 1.313
5 F 4.979 -0.521 2.883  C4 1.324
6 F 6.623 -1.383 3.928  C4 1.307
7 F 4.605 -1.714 4.597  C4 1.313
8 C 7.700 1.403 4.694  O2 1.422, C9 1.523, H13 1.090, H14 1.090
9 C 8.162 2.721 4.086  C8 1.523, H10 1.090, H11 1.090, H12 1.090
10 H 9.238 2.589 3.973  C9 1.090
11 H 7.690 2.916 3.122  C9 1.090
12 H 7.998 3.592 4.720  C9 1.090
13 H 8.150 0.597 4.114  C8 1.090
14 H 8.024 1.209 5.717  C8 1.090
15 H 6.269 -0.178 5.831  C1 1.090
16 C 0.649 -1.077 0.631  O17 1.454, O18 1.396, C19 1.621, H30 1.090
17 O 1.899 -0.492 0.172  C16 1.454, C23 1.453
18 O -0.183 -1.175 -0.486  C16 1.396
19 C 1.050 -2.405 1.468  C16 1.621, F20 1.332, F21 1.342, F22 1.309
20 F 0.057 -2.926 2.187  C19 1.332
21 F 1.540 -3.348 0.650  C19 1.342
22 F 1.974 -2.152 2.360  C19 1.309
23 C 1.996 0.957 0.137  O17 1.453, C24 1.520, H28 1.090, H29 1.090
24 C 3.421 1.411 -0.131  C23 1.520, H25 1.090, H26 1.090, H27 1.090
25 H 3.953 1.009 -0.993  C24 1.090
26 H 3.465 2.498 -0.074  C24 1.090
27 H 3.977 0.981 0.703  C24 1.090
28 H 1.814 1.471 1.081  C23 1.090
29 H 1.273 1.474 -0.495  C23 1.090
30 H 0.220 -0.418 1.385  C16 1.090
31 C -3.410 -0.265 -5.956  N32 1.491, H45 1.090, H46 1.090, H47 1.090
32 N -2.174 -0.645 -5.214  C31 1.491, C33 1.380, C37 1.335
33 C -2.350 -1.501 -4.146  N32 1.380, C34 1.410, H48 1.080
34 C -1.220 -1.994 -3.460  C33 1.410, C35 1.384, H49 1.080
35 C 0.024 -1.510 -3.825  C34 1.384, C36 1.393, C38 1.497
36 C 0.146 -0.586 -4.860  C35 1.393, C37 1.378, H50 1.080
37 C -0.981 -0.118 -5.500  N32 1.335, C36 1.378, H51 1.080
38 C 1.250 -2.063 -3.168  C35 1.497, C39 1.386, C43 1.403
39 C 2.256 -1.254 -2.661  C38 1.386, C40 1.387, H52 1.080
40 C 3.416 -1.797 -2.129  C39 1.387, N41 1.310, H53 1.080
41 N 3.662 -3.078 -2.255  C40 1.310, C42 1.359, C44 1.492
42 C 2.688 -3.945 -2.638  N41 1.359, C43 1.412, H54 1.080
43 C 1.488 -3.445 -3.188  C38 1.403, C42 1.412, H55 1.080
44 C 4.932 -3.646 -1.716  N41 1.492, H56 1.090, H57 1.090, H58 1.090
45 H -3.886 0.509 -5.354  C31 1.090
46 H -4.086 -1.119 -5.983  C31 1.090
47 H -3.101 0.031 -6.959  C31 1.090
48 H -3.368 -1.681 -3.834  C33 1.080
49 H -1.398 -2.703 -2.666  C34 1.080
50 H 1.056 -0.179 -5.276  C36 1.080
51 H -0.945 0.686 -6.220  C37 1.080
52 H 1.971 -0.214 -2.610  C39 1.080
53 H 4.166 -1.119 -1.749  C40 1.080
54 H 3.021 -4.972 -2.626  C42 1.080
55 H 0.722 -4.154 -3.466  C43 1.080
56 H 5.753 -2.930 -1.767  C44 1.090
57 H 5.214 -4.472 -2.371  C44 1.090
58 H 4.708 -3.889 -0.678  C44 1.090
59 C -5.419 2.694 -1.014  N60 1.456, H73 1.090, H74 1.090, H75 1.090
60 N -3.990 2.833 -1.255  C59 1.456, C61 1.337, C65 1.386
61 C -3.078 1.900 -0.957  N60 1.337, C62 1.408, H76 1.080
62 C -1.733 2.122 -1.308  C61 1.408, C63 1.387, H77 1.080
63 C -1.293 3.300 -1.892  C62 1.387, C64 1.402, C66 1.510
64 C -2.269 4.285 -2.101  C63 1.402, C65 1.387, H78 1.080
65 C -3.602 4.046 -1.802  N60 1.386, C64 1.387, H79 1.080
66 C 0.156 3.477 -2.280  C63 1.510, C67 1.320, C71 1.414
67 C 0.739 2.532 -2.996  C66 1.320, C68 1.368, H80 1.080
68 C 2.091 2.527 -3.201  C67 1.368, N69 1.372, H81 1.080
69 N 2.854 3.594 -2.797  C68 1.372, C70 1.335, C72 1.474
70 C 2.299 4.618 -2.145  N69 1.335, C71 1.381, H82 1.080
71 C 0.957 4.551 -1.827  C66 1.414, C70 1.381, H83 1.080
72 C 4.323 3.547 -2.902  N69 1.474, H84 1.090, H85 1.090, H86 1.090
73 H -5.738 3.581 -0.467  C59 1.090
74 H -5.634 1.751 -0.511  C59 1.090
75 H -5.820 2.490 -2.007  C59 1.090
76 H -3.431 0.992 -0.490  C61 1.080
77 H -1.041 1.326 -1.076  C62 1.080
78 H -2.114 5.240 -2.580  C64 1.080
79 H -4.356 4.815 -1.872  C65 1.080
80 H 0.114 1.692 -3.261  C67 1.080
81 H 2.558 1.759 -3.799  C68 1.080
82 H 2.908 5.441 -1.801  C70 1.080
83 H 0.582 5.414 -1.297  C71 1.080
84 H 4.585 3.030 -3.825  C72 1.090
85 H 4.816 2.994 -2.102  C72 1.090
86 H 4.723 4.545 -3.082  C72 1.090
87 C -1.280 -4.587 -0.729  N88 1.511, H101 1.090, H102 1.090, H103 1.090
88 N -2.713 -4.245 -1.064  C87 1.511, C89 1.375, C93 1.306
89 C -3.252 -3.053 -0.641  N88 1.375, C90 1.366, H104 1.080
90 C -4.593 -2.819 -0.763  C89 1.366, C91 1.387, H105 1.080
91 C -5.468 -3.728 -1.340  C90 1.387, C92 1.395, C94 1.492
92 C -4.905 -4.924 -1.785  C91 1.395, C93 1.407, H106 1.080
93 C -3.522 -5.111 -1.615  N88 1.306, C92 1.407, H107 1.080
94 C -6.947 -3.536 -1.312  C91 1.492, C95 1.390, C99 1.407
95 C -7.786 -3.869 -2.370  C94 1.390, C96 1.426, H108 1.080
96 C -9.199 -3.745 -2.220  C95 1.426, N97 1.319, H109 1.080
97 N -9.663 -3.350 -1.050  C96 1.319, C98 1.330, C100 1.440
98 C -8.886 -3.022 -0.021  N97 1.330, C99 1.359, H110 1.080
99 C -7.531 -3.069 -0.121  C94 1.407, C98 1.359, H111 1.080
100 C -11.097 -3.337 -0.909  N97 1.440, H112 1.090, H113 1.090, H114 1.090
101 H -0.821 -3.834 -0.088  C87 1.090
102 H -0.718 -4.702 -1.656  C87 1.090
103 H -1.312 -5.482 -0.107  C87 1.090
104 H -2.516 -2.386 -0.219  C89 1.080
105 H -4.932 -1.837 -0.470  C90 1.080
106 H -5.609 -5.554 -2.310  C92 1.080
107 H -3.084 -6.073 -1.837  C93 1.080
108 H -7.389 -4.321 -3.266  C95 1.080
109 H -9.912 -4.212 -2.883  C96 1.080
110 H -9.391 -2.714 0.883  C98 1.080
111 H -6.989 -2.841 0.785  C99 1.080
112 H -11.370 -2.292 -1.054  C100 1.090
113 H -11.337 -3.781 0.057  C100 1.090
114 H -11.612 -4.109 -1.481  C100 1.090
115 C -2.180 -1.251 4.108  N116 1.443, H129 1.090, H130 1.090, H131 1.090
116 N -1.093 -0.302 4.076  C115 1.443, C117 1.387, C121 1.368
117 C 0.142 -0.597 4.634  N116 1.387, C118 1.348, H132 1.080
118 C 1.177 0.250 4.459  C117 1.348, C119 1.412, H133 1.080
119 C 0.938 1.530 3.914  C118 1.412, C120 1.373, C122 1.498
120 C -0.285 1.833 3.369  C119 1.373, C121 1.403, H134 1.080
121 C -1.320 0.887 3.438  N116 1.368, C120 1.403, H135 1.080
122 C 1.991 2.596 3.908  C119 1.498, C123 1.381, C127 1.367
123 C 3.205 2.399 3.282  C122 1.381, C124 1.420, H136 1.080
124 C 4.287 3.317 3.332  C123 1.420, N125 1.388, H137 1.080
125 N 4.073 4.456 4.096  C124 1.388, C126 1.355, C128 1.472
126 C 2.865 4.746 4.637  N125 1.355, C127 1.380, H138 1.080
127 C 1.887 3.774 4.594  C122 1.367, C126 1.380, H139 1.080
128 C 5.188 5.416 4.074  N125 1.472, H140 1.090, H141 1.090, H142 1.090
129 H -2.358 -1.828 3.201  C115 1.090
130 H -3.075 -0.669 4.331  C115 1.090
131 H -1.968 -1.884 4.969  C115 1.090
132 H 0.208 -1.480 5.252  C117 1.080
133 H 2.174 0.125 4.854  C118 1.080
134 H -0.469 2.790 2.904  C120 1.080
135 H -2.320 1.140 3.119  C121 1.080
136 H 3.398 1.412 2.890  C123 1.080
137 H 5.235 3.202 2.826  C124 1.080
138 H 2.714 5.696 5.129  C126 1.080
139 H 1.009 4.022 5.172  C127 1.080
140 H 6.102 4.929 4.415  C128 1.090
141 H 4.972 6.319 4.644  C128 1.090
142 H 5.322 5.739 3.042  C128 1.090

- calculated total energy (hartree) = -3510.34417
- net charge = +6
- 2S+1 = 1
- relative energy (zero: lowest compared OMol25 entry of this formula, charge and spin) (kcal/mol) = 108.36
- E_LUMO (hartree) = -0.5288
- gap between HOMO and LUMO (eV) = 1.47
- HOMO (eV) = -15.9